Record 1
ORCA calculation (the ωB97M-V functional and the def2-TZVPD basis) on the molecule C2H4N2O2 at a distorted geometry.

Output
- HOMO-LUMO gap: 11.02 eV
- Strongest force on any atom: 4.9 eV/A
- Molar mass: 88.066 g mol⁻¹
- SMILES: NC(=O)NC=O

Last column: Mulliken charge in e.
Geometry (Å):
C 0.8838 -0.4345 -0.0465  0.500
C -1.5868 -0.0153 -0.1970  0.030
H 2.1902 1.2191 -0.3519  0.254
H 0.8662 1.5239 0.7221  0.277
H -0.5805 -1.6985 0.5410  0.327
H -1.4495 1.0081 -0.6601  0.327
N 1.2554 0.9365 -0.0847  -0.428
N -0.4120 -0.6222 0.5980  -0.295
O 1.5238 -1.5026 -0.3148  -0.592
O -2.6905 -0.4145 -0.2061  -0.400

Record 2
ORCA calculation (the ωB97M-V functional and the def2-TZVPD basis) on the molecule C2H5N3OS2 at a distorted geometry.

Output
- HOMO-LUMO gap: 8.64 eV
- Strongest force on any atom: 1.5 eV/A
- Molar mass: 151.216 g mol⁻¹
- SMILES: O/N=C\N(S)/C=N/S

Last column: Mulliken charge in e.
Geometry (Å):
C -0.9234 0.4216 0.0065  0.151
C 0.9218 -1.1068 -0.0049  0.063
H -3.8645 -1.3436 0.0248  0.152
H -1.2026 1.4739 0.0082  0.289
H 2.5756 1.0743 0.0025  0.221
H 0.1309 -1.8135 0.0172  0.469
H 3.9490 -1.3198 -0.0207  0.352
N -1.7500 -0.5467 -0.0008  -0.404
N 0.4495 0.2073 -0.0001  -0.070
N 2.0982 -1.6314 0.0062  -0.497
O 3.1663 -0.7140 -0.0033  -0.407
S -3.4130 -0.0926 -0.0039  -0.167
S 1.3822 1.6893 0.0006  -0.151

Record 3
ORCA calculation (the ωB97M-V functional and the def2-TZVPD basis) on the molecule C8H17N2O3P at a distorted geometry.

Output
- HOMO-LUMO gap: 7.46 eV
- Strongest force on any atom: 5.4 eV/A
- Molar mass: 220.209 g mol⁻¹
- SMILES: CCN[P@](=O)(OCC)OC1=CCCN1

Last column: Mulliken charge in e.
Geometry (Å):
C 1.2739 -0.0540 0.3914  0.412
C 3.6251 0.3346 0.2417  -0.570
C 3.0406 0.3701 -1.1645  -0.529
C 2.4965 -0.0218 1.1114  -0.711
C -1.2734 2.8836 0.6064  -1.035
C -0.8871 -3.3987 -0.3843  -0.879
C -2.4659 2.2238 -0.0778  -0.284
C -2.2825 -2.9764 -0.1226  -0.224
N 1.5764 0.4330 -0.9041  -0.226
N -2.7461 0.9516 0.5100  -0.326
O -0.0474 -0.4459 0.5240  -0.537
O -1.9606 -0.1750 -1.7000  -0.694
O -2.3365 -1.6382 0.5088  -0.293
P -1.9402 -0.3435 -0.2010  0.930
H 4.5716 -0.2352 0.2605  0.324
H 4.0503 1.2506 0.6263  0.226
H 3.2986 1.1365 -1.8204  0.357
H 3.5058 -0.5618 -1.5689  0.194
H 2.4189 -0.4233 2.0892  0.412
H -0.7348 3.4528 -0.0940  0.353
H -1.3526 3.4967 1.4906  0.375
H -0.6142 2.1677 0.9898  0.193
H -0.3449 -2.6238 -0.7565  0.255
H -0.3310 -3.5494 0.6320  0.246
H -0.9382 -4.3315 -0.9524  0.361
H -3.3895 2.9100 -0.0160  0.239
H -2.1287 1.8836 -1.0966  0.315
H -2.7642 -3.6892 0.5270  0.316
H -2.9402 -2.9147 -1.0409  0.284
H 0.9320 0.0120 -1.5739  0.224
H -2.8011 0.9245 1.5807  0.291

Record 4
ORCA calculation (the ωB97M-V functional and the def2-TZVPD basis) on C29H44N10O2P2Tl as an isolated structure at a distorted geometry.

Output
- HOMO-LUMO gap (alpha / beta): 8.20 / 6.47 eV
- Strongest force on any atom: 4.0 eV/A
- Molar mass: 831.070 g mol⁻¹
- Charge: +2
- Multiplicity: 2

Last column: Mulliken charge in e.
Geometry (Å):
Tl 1.7233 -0.4684 0.4539  1.859
C 4.1843 -5.6886 -0.6223  -0.890
N 3.8508 -4.4340 0.0954  0.107
C 4.6170 -3.8729 1.0784  -0.718
C 4.0655 -2.6797 1.3165  -0.156
N 2.9441 -2.4862 0.5474  -0.012
C 2.8384 -3.5864 -0.1721  0.167
P 1.5793 -3.7535 -1.4390  -0.427
C 1.8120 -2.1876 -2.3651  -0.154
N 1.3149 -0.9717 -2.0014  0.400
C 1.5572 -0.1204 -2.9794  -0.702
C 2.2562 -0.7597 -3.9794  -0.815
N 2.4701 -2.0685 -3.5565  0.168
C 2.7837 -3.1889 -4.4505  -0.826
C 0.1705 -3.2420 -0.3350  -0.137
N 0.0902 -2.2161 0.4780  0.222
C -1.1625 -2.2330 1.0356  -0.418
C -1.8290 -3.3280 0.5077  -1.032
N -1.0305 -3.9182 -0.4037  0.329
C -1.4135 -5.2064 -0.8819  -0.973
H 3.3242 -6.0862 -1.1196  0.364
H 4.5341 -6.4565 0.1214  0.325
H 4.9655 -5.4763 -1.3699  0.324
H 5.4368 -4.3923 1.4702  0.525
H 4.2687 -1.8338 2.0364  0.100
H 1.3399 0.8991 -2.8592  0.688
H 2.7260 -0.4011 -4.8609  0.486
H 1.8676 -3.7261 -4.7473  0.325
H 3.4015 -3.8875 -3.8679  0.279
H 3.3509 -2.7902 -5.2969  0.359
H -1.4444 -1.5283 1.7621  0.465
H -2.7266 -3.7913 0.8796  0.546
H -1.5806 -5.8514 -0.0078  0.381
H -0.7190 -5.7009 -1.5734  0.361
H -2.3694 -5.1204 -1.4874  0.323
O 2.4049 -0.5685 2.6784  -0.529
N 2.3743 0.5105 3.5321  0.145
C 3.5558 0.9363 3.9840  0.071
C 3.5649 2.0179 4.8595  -0.765
C 2.3926 2.6325 5.1942  -0.279
C 1.1887 2.1691 4.6848  -0.756
C 1.1986 1.0857 3.8512  -0.135
H 4.4198 0.3655 3.6432  0.421
H 4.5618 2.3951 5.0272  0.391
H 2.4022 3.5401 5.7362  0.444
H 0.2760 2.6377 5.0642  0.447
H 0.3109 0.6575 3.4281  0.682
O -0.4390 0.6099 0.8780  -0.822
P -1.2853 1.6397 0.1174  -2.426
N -2.7595 1.6261 0.8965  0.967
C -2.8772 1.2457 2.3194  0.021
C -4.3848 1.2533 2.5721  -0.737
C -4.9758 1.0979 1.1400  -0.902
C -4.0421 1.9842 0.2769  -0.320
N -0.8146 3.1944 0.2255  1.078
C 0.3966 3.7246 -0.3944  -0.420
C 0.5293 5.0957 0.2689  -0.836
C -0.9644 5.5732 0.1832  -0.795
C -1.7243 4.2925 0.6207  -0.166
N -1.5103 1.2480 -1.4228  1.808
C -1.7924 2.2626 -2.4426  -0.513
C -2.5930 1.6210 -3.4899  -0.652
C -2.0283 0.1974 -3.4519  -0.731
C -1.9531 -0.0436 -1.9629  0.235
H -2.3239 1.9406 3.0044  -0.003
H -2.4771 0.2608 2.4047  -0.208
H -4.5937 2.3036 2.8721  0.282
H -4.7738 0.6071 3.2946  0.484
H -6.0106 1.4316 1.0651  0.441
H -4.9145 0.0523 0.8676  0.325
H -4.3612 2.9954 0.4288  0.368
H -4.1302 1.7155 -0.7536  -0.016
H 0.2502 3.9042 -1.4571  0.161
H 1.1444 2.9565 -0.2975  0.255
H 1.1313 5.7275 -0.3014  0.455
H 0.8789 5.0683 1.3221  0.260
H -1.2278 5.9148 -0.8237  0.312
H -1.1928 6.3474 0.8870  0.425
H -2.7386 4.1815 0.1467  0.074
H -1.9458 4.2710 1.7137  0.320
H -0.8442 2.5095 -2.8612  0.283
H -2.3089 3.1471 -2.0439  0.120
H -2.5203 2.0797 -4.4674  0.430
H -3.6935 1.4356 -3.2828  0.262
H -1.0497 0.2566 -3.9204  0.060
H -2.6791 -0.4032 -4.0270  0.566
H -1.3019 -0.8946 -1.5486  -0.886
H -2.9467 -0.2576 -1.6456  0.458

Record 5
ORCA calculation (the ωB97M-V functional and the def2-TZVPD basis) on the molecule C19H16BrN3O at a distorted geometry.

Output
- HOMO-LUMO gap: 8.65 eV
- Strongest force on any atom: 4.6 eV/A
- Molar mass: 382.261 g mol⁻¹
- SMILES: Cc1noc(C)c1-c1ccc2ncn(Cc3cccc(Br)c3)c2c1

Last column: Mulliken charge in e.
Geometry (Å):
Br 0.5901 -2.3494 -4.9577  -0.188
N 2.6274 1.9819 0.7131  -0.781
N -5.1342 1.3378 1.5286  -0.617
O -4.6818 0.2478 2.4063  -0.271
C 2.9367 0.6951 0.3494  -0.085
C -4.0871 1.7686 0.8445  0.063
C -2.8945 1.1230 1.3049  0.529
C -3.3153 0.1245 2.1948  -0.085
C 4.2075 -2.4341 -2.8279  -0.744
C 3.2647 -2.5459 -3.8455  -0.255
C 0.4182 2.9089 0.9271  -0.911
C -0.9455 2.7722 1.1826  -0.515
C -0.6477 0.3748 0.7610  -1.077
C 3.7689 -2.2431 -1.5280  -0.462
C 1.5073 -1.9900 -2.2521  -0.224
C 1.9444 -2.2332 -3.5751  -0.051
C 1.2219 1.8123 0.8093  1.160
C -1.4977 1.4584 1.0429  0.410
C 0.7093 0.5478 0.6383  0.109
C 2.4664 -2.0436 -1.2512  0.803
N 1.8689 -0.1191 0.3399  0.149
C -4.0975 2.8372 -0.2258  -0.932
C -2.6438 -1.0126 2.9386  -0.925
C 2.0672 -1.6154 0.1637  -1.699
H 4.0114 0.2840 0.2835  0.286
H 5.2244 -2.7454 -3.0990  0.312
H 3.5381 -2.8653 -4.8858  0.333
H 0.7758 3.9081 1.1575  0.312
H -1.6443 3.4629 1.6229  0.615
H -0.9159 -0.6118 0.6075  0.945
H 4.3931 -2.2098 -0.7104  0.544
H 0.4082 -1.8437 -2.1850  0.353
H -3.0597 3.1129 -0.1514  0.301
H -4.2851 2.3737 -1.2050  0.288
H -4.7219 3.6691 0.0812  0.316
H -2.4154 -0.6963 3.9496  0.270
H -1.7744 -1.3328 2.3910  0.220
H -3.3039 -1.9237 2.9952  0.351
H 2.8451 -1.8818 0.8438  0.563
H 1.2708 -2.1045 0.6228  0.589

Record 6
ORCA calculation (the ωB97M-V functional and the def2-TZVPD basis) on a 3-piece molecular cluster, C6H12O3 overall at a distorted geometry.

Output
- HOMO-LUMO gap: 10.23 eV
- Strongest force on any atom: 3.8 eV/A
- Molar mass: 132.159 g mol⁻¹
- SMILES: C[C@H]1CO1.C#CC.OO

Last column: Mulliken charge in e.
Geometry (Å):
C -1.5741 -0.7080 -0.8428  0.528
C -1.2548 0.7020 -1.0768  -0.350
C -2.4684 -1.4843 -1.7725  -1.327
O -2.1693 0.3129 -0.0647  -0.448
H -0.8418 -1.2950 -0.2908  0.269
H -0.3098 1.1016 -0.7243  0.157
H -1.7003 1.2101 -1.9269  0.268
H -3.1868 -0.8200 -2.2510  0.324
H -3.0188 -2.2476 -1.2227  0.299
H -1.8732 -1.9721 -2.5451  0.313
C 2.3551 -1.0572 1.3061  -1.196
C 1.1457 -0.3642 1.6912  0.347
C 0.2075 0.3185 2.0742  -0.435
O 1.6581 1.7946 0.5189  -0.397
O 2.3490 3.0337 0.3405  -0.371
H 2.5456 3.0141 -0.6042  0.302
H 3.2270 -0.5327 1.6979  0.308
H 2.3429 -2.0736 1.7062  0.344
H 2.4380 -1.0916 0.2194  0.274
H 0.9189 1.7437 1.3469  0.374
H -0.7904 0.4153 2.4206  0.417

Listing ΔE to the lowest compared entry with this formula, charge and spin for the structures above in their given order: 1.516; 3.306; 1.250; 0.290; 2.028; 7.707 eV.